Record 1
Formula: C5H12NO2
Source: the OMol25 dataset
Level of theory: the ωB97M-V functional and the def2-TZVPD basis

Last column: Löwdin charge in e.
Element x y z (Å)
C  -2.9398  -0.8446  -0.3102  -0.070
C  -2.9399  0.2249  0.6898  0.036
C  -1.8099  0.0510  -0.4241  -0.440
C  3.4303  -0.4960  -0.6729  -0.110
C  -0.6270  -0.2972  0.3043  0.079
N  -1.8239  1.1014  -1.3618  0.139
O  0.5096  0.3767  0.1092  0.131
O  3.1900  0.2608  0.5363  -0.147
H  -2.6479  -1.8308  -0.1494  0.118
H  -3.6828  -0.7925  -1.0123  0.111
H  -3.5819  1.1250  0.7358  0.151
H  -2.7306  -0.2521  1.6917  0.134
H  2.7961  -0.0275  -1.4402  0.091
H  3.4040  -1.5837  -0.6442  0.093
H  4.4276  -0.2840  -0.8835  0.062
H  -0.5545  -1.0052  1.1162  0.170
H  -0.9804  1.3036  -1.7835  0.062
H  -2.4594  1.0384  -2.1968  0.146
H  4.0125  0.7872  0.6431  0.118
H  1.3451  0.1530  0.6224  0.127

Atoms 1-6, force components in eV/Å:
-0.7 0.1 0.5
0.0 -2.1 3.3
1.6 1.8 -0.5
-0.6 1.0 -0.2
2.6 2.3 -0.4
-2.1 0.0 -1.1

Summary:
HOMO-LUMO gap (spin up / spin down)	8.637 / 8.637	eV
total charge	+1
2S+1	1

---

Record 2
Formula: C4H10O
Source: the OMol25 dataset
Level of theory: the ωB97M-V functional and the def2-TZVPD basis

Last column: Löwdin charge in e.
Element x y z (Å)
C  1.0624  1.0549  -1.6032  -0.123
C  0.0701  0.0639  -1.0008  -0.281
C  0.2182  -0.0572  0.5126  -0.220
C  -0.8707  -0.8971  1.1555  -0.292
O  -0.7757  -0.7352  2.5598  -0.071
H  0.9425  2.0454  -1.1486  0.072
H  2.0964  0.7362  -1.4288  0.073
H  0.9189  1.1610  -2.6834  0.067
H  -0.9550  0.3860  -1.2335  0.107
H  0.1972  -0.9220  -1.4679  0.110
H  0.1685  0.9368  0.9743  0.118
H  1.1985  -0.4779  0.7739  0.121
H  -1.8548  -0.5727  0.7810  0.119
H  -0.7556  -1.9574  0.8799  0.118
H  -1.6609  -0.7647  2.9291  0.080

Atoms 1-6, force components in eV/Å:
0.0 0.0 0.0
0.0 -0.1 0.0
0.0 0.0 0.0
0.0 0.0 -0.4
-0.2 0.0 0.2
0.0 -0.1 -0.1

Summary:
SMILES	CCCCO
HOMO-LUMO gap	11.275	eV
2S+1	1

---

Record 3
Formula: C6H10NO2S
Source: the OMol25 dataset
Level of theory: the ωB97M-V functional and the def2-TZVPD basis

Last column: Löwdin charge in e.
Element x y z (Å)
C  2.1301  0.6315  0.1600  -0.225
C  -0.3033  0.3192  -1.0063  -0.259
C  0.2004  -0.4305  -0.0875  -0.331
C  -0.2380  -0.5080  2.7455  -0.084
C  -1.6506  0.9565  -3.4923  -0.285
C  -0.5175  -1.7046  1.9421  -0.199
N  2.1311  1.1034  -1.0243  0.222
O  1.3620  -0.3256  0.6114  0.086
O  -0.6829  -1.2446  0.5979  0.008
S  -1.3492  1.2889  -1.7406  1.109
H  2.9301  0.7075  0.9170  0.168
H  2.7904  1.5130  -1.5577  0.049
H  -0.7430  0.4455  2.4202  0.120
H  -0.3791  -0.7454  3.8237  0.112
H  0.8173  -0.2999  2.6788  0.062
H  -1.6612  1.9493  -4.1453  0.125
H  -2.6253  0.6274  -3.5566  0.012
H  -0.9303  0.2471  -3.8141  0.043
H  -1.4777  -2.1078  2.3075  0.147
H  0.1965  -2.4229  2.2207  0.120

Atoms 1-6, force components in eV/Å:
5.4 2.0 -2.2
-1.0 2.0 -3.7
-1.5 -3.1 5.7
0.7 1.7 2.1
1.5 2.6 -0.8
-1.8 1.5 1.2

Summary:
HOMO-LUMO gap	8.386	eV
total charge	+1
2S+1	1

---

Record 4
Formula: C5H12P2S
Source: the OMol25 dataset
Level of theory: the ωB97M-V functional and the def2-TZVPD basis

Last column: Löwdin charge in e.
Element x y z (Å)
C  -1.6544  0.5954  0.2885  -0.326
C  -1.3582  -0.9186  0.3235  -0.444
C  -0.4150  1.3625  0.7642  -0.247
C  0.8358  -2.5784  0.3023  -0.386
C  1.5626  1.2091  -1.7045  -0.390
P  0.0851  -1.3144  -0.7885  0.771
P  1.2263  0.4356  -0.1422  0.203
S  2.9261  0.2463  0.8729  0.106
H  -2.0324  1.0238  -0.6711  0.109
H  -2.4801  0.9349  1.0324  0.132
H  -1.2577  -1.3183  1.3235  0.065
H  -2.2837  -1.3610  -0.0205  0.064
H  -0.4598  2.3792  0.6210  0.036
H  -0.0392  1.1638  1.7518  0.051
H  0.7598  -3.6035  -0.3665  0.079
H  0.1487  -2.7416  1.2051  0.050
H  1.8765  -2.4008  0.4328  -0.040
H  2.1677  2.1683  -1.5583  0.063
H  2.1352  0.5291  -2.3622  0.038
H  0.6478  1.4234  -2.3711  0.066

Atoms 1-6, force components in eV/Å:
-0.5 1.5 1.9
-1.4 1.1 -0.9
2.2 -3.3 -1.5
-2.1 -3.5 -1.6
-0.2 1.8 -2.3
-0.5 -0.2 0.6

Summary:
SMILES	CP1CCC[P@@]1(C)=S
HOMO-LUMO gap	9.089	eV
2S+1	1

---

Record 5
Formula: C19H19ClN2O2S
Source: the OMol25 dataset
Level of theory: the ωB97M-V functional and the def2-TZVPD basis

Last column: Löwdin charge in e.
Element x y z (Å)
O  1.2860  1.0117  -1.8610  0.052
C  1.1780  0.3764  -0.8305  -0.527
N  1.6792  0.7948  0.3586  0.068
H  1.4857  0.2517  1.1850  0.061
C  2.0582  2.1647  0.5582  -0.095
H  2.9354  2.2123  1.2066  0.114
H  2.3140  2.5695  -0.4243  0.132
C  0.9099  3.0391  1.1567  -0.212
N  0.5498  2.8078  2.5407  -0.121
C  -0.0958  1.5657  2.9352  -0.163
H  -0.4725  1.0193  2.0741  0.096
C  0.9143  0.7428  3.7722  -0.158
H  0.4784  0.4872  4.7368  0.104
H  1.1869  -0.1921  3.2812  0.075
C  2.1243  1.6689  3.9470  -0.165
H  2.4956  1.6761  4.9698  0.103
H  2.9440  1.3657  3.2949  0.093
C  1.5799  3.0464  3.5332  -0.177
H  2.3507  3.7166  3.1543  0.119
H  1.1025  3.5219  4.3976  0.119
H  -0.9566  1.8300  3.5608  0.120
C  -0.2820  2.9730  0.2509  -0.229
C  -0.8245  3.9380  -0.5454  -0.009
C  -1.8829  3.3237  -1.2569  -0.049
C  -1.9057  2.0307  -0.8435  -0.105
O  -0.9440  1.8074  0.0678  0.001
H  -2.5269  1.1984  -1.1099  0.124
H  -2.5286  3.7828  -1.9767  0.101
H  -0.5079  4.9581  -0.6181  0.110
H  1.2664  4.0764  1.1152  0.154
C  0.5043  -0.9368  -0.7800  -0.407
C  -0.1835  -1.5425  -1.7922  -0.628
C  -0.7809  -2.7890  -1.4233  -0.267
C  -1.5420  -3.6637  -2.2000  -0.031
C  -2.0212  -4.8211  -1.6296  -0.078
C  -1.7560  -5.1261  -0.2937  -0.080
C  -1.0066  -4.2766  0.4938  -0.088
C  -0.5238  -3.1099  -0.0796  -0.459
S  0.4340  -1.8824  0.6925  1.102
H  -0.7974  -4.5046  1.5271  0.108
H  -2.1430  -6.0402  0.1303  0.104
H  -2.6107  -5.5057  -2.2203  0.104
H  -1.7386  -3.4158  -3.2312  0.100
Cl  -0.3511  -0.8901  -3.3592  0.784

Atoms 1-6, force components in eV/Å:
0.0 0.1 0.1
0.3 0.0 -0.2
0.2 -0.2 0.4
0.0 0.0 -0.1
-0.1 0.6 0.1
0.0 0.0 -0.1

Summary:
SMILES	O=C(NC[C@@H](c1ccco1)N1CCCC1)c1sc2ccccc2c1Cl
HOMO-LUMO gap	8.379	eV
2S+1	1

---

Record 6
Formula: C3H9O
Source: the OMol25 dataset
Level of theory: the ωB97M-V functional and the def2-TZVPD basis

Last column: Löwdin charge in e.
Element x y z (Å)
O  0.7460  2.3249  2.0499  -0.634
H  1.1154  3.2062  2.1829  -0.217
C  -0.7996  -1.6335  -0.5751  -0.155
C  0.2181  -0.6725  0.0010  -0.338
C  0.1507  0.7549  -0.5206  -0.154
H  -1.8242  -1.3199  -0.3895  0.059
H  -0.7005  -2.6289  -0.1351  0.053
H  -0.6904  -1.7464  -1.6532  0.057
H  1.2355  -1.0631  -0.1605  0.096
H  0.1123  -0.6002  1.0872  0.100
H  0.6745  1.3837  0.2168  0.017
H  0.6409  0.8969  -1.4967  0.056
H  -0.8787  1.0979  -0.6072  0.061

Atoms 1-6, force components in eV/Å:
0.1 0.0 0.0
0.0 0.0 0.0
0.0 -0.4 0.0
0.4 0.2 0.2
0.6 0.1 -0.1
-0.1 0.2 0.1

Summary:
HOMO-LUMO gap	6.269	eV
total charge	-1
2S+1	1

---

Record 7
Formula: C12H21N5O3
Source: the OMol25 dataset
Level of theory: the ωB97M-V functional and the def2-TZVPD basis

Last column: Löwdin charge in e.
Element x y z (Å)
C  0.2600  0.1270  1.8229  -0.300
C  1.1074  -0.2336  0.5873  -0.415
C  -0.3106  -1.1529  2.4508  -0.166
C  -1.3025  -1.9179  1.5512  -0.211
C  -1.8340  -3.1847  2.2568  -0.230
C  -2.7833  -3.9918  1.3958  -0.320
C  1.6646  0.3389  -1.7333  -0.206
C  3.1880  0.5667  -1.7324  -0.439
C  1.0050  1.1699  -2.8439  -0.084
C  0.9871  2.6321  -2.5309  -0.309
C  1.8266  3.6080  -2.9081  -0.063
C  0.2532  4.4260  -1.5882  -0.187
H  -1.5530  0.7399  0.9491  0.124
H  -1.0592  1.5911  2.3081  0.050
H  0.9597  0.5511  2.5152  0.143
H  0.5122  -1.8290  2.6895  0.111
H  -0.7562  -0.8712  3.4552  0.135
H  -2.1862  -1.3033  1.3346  0.093
H  -0.8015  -2.2424  0.6329  0.119
H  -0.9948  -3.8607  2.5881  0.126
H  -2.3612  -2.8648  3.1966  0.120
H  -2.2655  -4.3558  0.4648  0.122
H  -3.0652  -4.9280  1.9003  0.102
H  -4.5481  -2.9933  1.8343  0.071
H  -3.8168  -2.5266  0.4181  0.060
H  0.4558  1.4310  -0.4094  0.087
H  1.5141  -0.7436  -1.9460  0.170
H  -0.0347  0.8035  -2.9915  0.131
H  1.5670  0.9574  -3.7687  0.130
H  2.7062  3.6597  -3.5615  0.136
H  -0.3076  5.1771  -1.0529  0.116
H  1.7664  5.7061  -2.3636  0.172
H  3.1918  -0.6887  -0.2256  0.068
N  -0.7179  1.1713  1.4916  0.051
N  -4.0507  -3.3468  1.0026  -0.022
N  1.0266  0.6160  -0.4598  0.142
N  -0.0094  3.1485  -1.7067  0.091
N  1.3531  4.7488  -2.3276  0.039
O  1.7983  -1.2480  0.5855  0.043
O  3.7763  1.2544  -2.5260  0.111
O  3.8393  -0.1414  -0.7554  0.090

Atoms 1-6, force components in eV/Å:
-0.6 -0.3 -0.8
-0.9 0.7 0.0
-0.4 0.1 0.7
0.0 -0.4 1.0
0.4 0.1 0.9
-0.4 -1.0 -0.7

Summary:
SMILES	NCCCC[C@H](N)C(=O)N[C@@H](Cc1c[nH]cn1)C(=O)O
HOMO-LUMO gap	9.606	eV
2S+1	1

---

Record 8
Formula: C3H8INOP2
Source: the OMol25 dataset
Level of theory: the ωB97M-V functional and the def2-TZVPD basis

Last column: Löwdin charge in e.
Element x y z (Å)
C  -3.6670  0.3586  0.1256  -1.280
C  2.0003  0.4338  -0.3757  -0.148
C  0.7383  -0.2431  -0.8932  -0.369
N  -3.3189  1.2116  0.9512  -0.032
O  -0.8879  2.0411  -0.6996  -0.445
P  -2.5828  -0.3276  -1.1332  0.747
P  -0.8362  0.6556  -0.2147  0.410
I  -5.7441  -0.0012  -0.0170  0.690
H  1.8449  0.6063  0.6115  0.018
H  2.7597  -0.2760  -0.6772  0.074
H  2.0801  1.4854  -0.7389  0.095
H  0.5662  -1.3253  -0.4885  0.078
H  0.5350  -0.0986  -1.8917  0.025
H  -3.8133  1.7744  1.6032  0.057
H  -1.6127  -2.7093  -0.1821  0.078
H  -0.8021  0.4302  1.1439  0.001

Atoms 1-6, force components in eV/Å:
-1.2 0.8 0.7
-1.0 0.2 -3.1
-2.8 -0.6 3.9
2.7 -0.1 -0.1
0.0 1.2 -0.1
0.7 -1.0 0.2

Summary:
HOMO-LUMO gap (spin up / spin down)	7.950 / 7.264	eV
2S+1	1

---

Energy above the lowest of the compared OMol25 structures with the same formula, charge and spin: 356.1, 33.1, 467.9, 4.2, 167.3, 7.5, 24.6, 390.3 (kJ/mol)
F_max: 0.0766, 0.0083, 0.1447, 0.0857, 0.0231, 0.0114, 0.0633, 0.0944 (Eh/bohr)